1.
{
  "formula": "C9H18Cl6O2",
  "method": "ωB97M-V with the def2-TZVPD basis set",
  "s_squared": 0.7503,
  "gap_ev": [1.70, 9.84],
  "e_tot_ev": -88853.1229,
  "fmax_ha_per_bohr": 0.0328,
  "molar_mass_da": 371.0,
  "spin_multiplicity": 2,
  "e_lumo_ev": [2.5, 2.6],
  "charge": -1,
  "symbols": ["O", "H", "H", "H", "H", "H", "C", "Cl", "H", "H", "H", "C", "H", "H", "C", "H", "H", "H", "H", "C", "Cl", "C", "Cl", "C", "H", "Cl", "C", "H", "C", "Cl", "C", "H", "Cl", "O", "H"],
  "positions_angstrom": [[-2.807, 0.613, -4.200], [0.315, 0.391, 1.524], [-0.529, 2.866, -5.041], [0.546, -2.195, -1.298], [0.382, 2.890, -0.368], [-1.797, -2.552, 2.538], [-1.033, -1.173, 0.973], [1.040, 3.284, 1.857], [0.153, 0.093, 7.228], [0.148, 0.029, -3.839], [-2.309, -3.008, 0.986], [1.612, -2.039, -1.464], [-1.225, 0.352, 2.328], [0.196, -1.491, 6.466], [-1.187, 2.064, -5.375], [1.657, -1.036, -1.889], [-0.589, -3.214, 1.440], [0.038, -0.674, 2.946], [-2.003, 2.573, -5.888], [-1.681, 1.085, -4.263], [2.227, 1.518, -0.278], [0.795, -0.611, 6.699], [2.150, -3.108, -2.744], [-0.600, 0.621, -3.311], [-0.624, 1.462, -6.089], [2.005, -1.298, 7.810], [-0.387, -0.276, 2.025], [1.898, 3.862, -0.107], [-1.460, -2.561, 1.502], [1.575, -0.105, 5.201], [1.332, 2.970, 0.160], [-0.093, 1.471, -2.854], [2.626, -2.126, -0.043], [-1.309, -0.712, -0.113], [-1.063, 0.033, -2.518]],
  "mulliken_spin": [-0.11, -0.21, -0.05, -0.03, 0.00, -0.25, -0.87, -0.20, -0.22, 0.03, -0.03, 0.42, -0.24, -0.05, 0.15, 0.05, -0.02, 0.08, -0.01, -0.07, -0.08, 0.82, -0.13, 0.10, -0.02, -0.16, 1.15, -0.05, 0.64, -0.23, 0.52, 0.12, -0.13, 0.08, -0.01]
}


2.
{
  "formula": "C35H34F4N10OScSe",
  "method": "ωB97M-V with the def2-TZVPD basis set",
  "gap_ev": 6.41,
  "e_tot_ev": -150709.6795,
  "fmax_ha_per_bohr": 0.0133,
  "molar_mass_da": 810.6,
  "spin_multiplicity": 1,
  "e_lumo_ev": -3.4,
  "charge": 1,
  "e_above_lowest_kj_mol": 0.00,
  "symbols": ["Se", "C", "F", "N", "N", "H", "H", "C", "H", "F", "H", "H", "H", "C", "C", "C", "C", "H", "C", "H", "C", "H", "O", "H", "H", "H", "H", "N", "C", "C", "C", "C", "H", "C", "C", "H", "C", "H", "H", "C", "C", "H", "C", "H", "C", "N", "H", "C", "H", "H", "H", "H", "C", "F", "C", "C", "N", "F", "C", "H", "C", "H", "H", "N", "C", "C", "H", "C", "C", "H", "C", "N", "N", "H", "C", "H", "H", "N", "N", "Sc", "C", "H", "C", "C", "C", "H"],
  "positions_angstrom": [[1.749, -2.673, -1.191], [-2.289, 2.446, 0.547], [-5.814, 1.620, -3.113], [-0.756, -1.978, -4.597], [2.191, -5.499, -1.330], [-2.467, 3.307, -0.099], [3.676, 5.071, -1.060], [-2.886, 0.803, -1.133], [1.477, 5.034, -2.224], [-3.381, -2.396, -2.823], [-2.354, 0.682, 2.484], [-5.323, -0.861, -3.762], [0.328, 2.763, 3.685], [1.331, -4.459, -1.370], [3.624, -5.361, -1.139], [0.849, -1.939, 1.982], [-3.595, -1.117, -2.501], [-2.803, -0.732, 1.060], [-1.355, -3.434, 2.507], [-1.510, 3.511, 2.241], [0.087, -1.235, -4.361], [-1.418, -3.822, -0.794], [0.231, -0.017, -2.094], [-0.926, -3.378, -2.440], [-1.877, -4.854, -2.171], [1.142, 1.230, 3.324], [1.342, 2.624, 2.243], [2.965, 0.210, -5.804], [0.212, -6.363, -1.717], [2.819, 0.876, 0.729], [3.277, -1.330, 2.272], [1.139, -0.301, -4.049], [-1.048, 2.362, -1.868], [0.638, 2.088, 2.878], [-4.814, 0.888, -2.618], [-3.228, -2.394, 0.632], [2.156, -0.018, -5.021], [-0.642, -6.983, -1.919], [1.953, -3.442, 3.045], [-1.103, -4.211, -1.763], [-4.655, -0.416, -3.040], [-1.772, 1.717, 3.800], [-1.438, -2.235, 1.800], [-0.137, 2.975, -3.247], [-1.144, 2.817, 1.472], [1.820, 0.020, 0.975], [5.312, -0.678, 2.376], [2.027, -1.065, 1.729], [3.828, -4.907, -0.171], [4.074, -6.349, -1.189], [-0.848, 4.111, -2.107], [-1.001, 0.148, 3.495], [3.363, 3.132, -0.185], [-1.722, -1.238, -1.065], [0.988, -3.114, 2.696], [0.925, 3.127, -1.428], [0.114, -4.990, -1.615], [-4.218, 2.777, -1.387], [4.100, 0.643, 1.205], [4.318, 3.110, 0.316], [1.787, 4.214, -1.591], [-0.368, 3.340, 0.912], [-0.048, -4.818, 3.489], [-0.343, -1.515, 1.508], [-2.808, -1.758, 1.413], [-2.757, -0.510, -1.600], [4.913, 1.311, 0.969], [-3.970, 1.492, -1.698], [-0.364, 3.138, -2.191], [4.041, -4.723, -1.915], [2.471, 2.085, -0.063], [1.249, 2.098, -0.632], [-1.960, 1.242, -0.208], [-2.263, -3.984, 2.713], [3.005, 4.229, -0.956], [2.010, -7.634, -1.563], [-3.214, 2.298, 1.118], [-0.517, 1.642, 2.095], [1.199, 0.314, -2.918], [-0.132, 0.214, -0.152], [-1.466, 1.010, 3.018], [3.447, -2.194, 2.892], [1.510, -6.682, -1.542], [4.323, -0.475, 1.987], [-0.133, -3.888, 2.944], [-3.467, -1.830, 2.279]],
  "mulliken_charge": [-0.17, -1.50, -0.32, -0.51, 0.18, 0.48, 0.46, -0.14, 0.58, -0.26, 0.20, 0.55, 0.49, -0.23, -0.84, 0.39, -0.63, -0.20, -0.77, 0.53, -0.08, 0.18, 0.47, 0.06, 0.28, 0.23, 0.29, -0.47, -0.31, 0.80, -1.12, 1.00, -0.34, -1.25, 0.10, 0.34, -0.16, 0.47, 0.49, -0.58, -0.79, 0.41, 0.21, 0.44, -1.32, 1.52, 0.48, 0.21, 0.28, 0.32, 0.59, 0.36, -0.85, 0.79, -0.81, 0.84, 0.29, -0.35, -1.02, 0.48, -1.02, 0.33, 0.49, 2.17, -1.55, -0.39, 0.51, 0.57, -1.48, 0.34, -0.17, 1.52, 3.04, 0.59, -1.07, 0.44, 0.53, 0.96, -1.00, -1.21, -1.26, 0.56, -0.56, -1.50, -1.18, 0.55]
}


3.
{
  "formula": "H30O15",
  "method": "ωB97M-V with the def2-TZVPD basis set",
  "gap_ev": 10.29,
  "e_tot_ev": -31200.3127,
  "fmax_ha_per_bohr": 0.0576,
  "molar_mass_da": 270.2,
  "spin_multiplicity": 1,
  "e_lumo_ev": -0.2,
  "charge": 0,
  "e_above_lowest_kj_mol": 130.53,
  "symbols": ["H", "H", "H", "H", "H", "O", "O", "H", "H", "H", "H", "H", "O", "O", "O", "H", "H", "H", "H", "H", "H", "O", "H", "H", "H", "H", "H", "O", "O", "O", "H", "O", "H", "H", "H", "O", "O", "O", "H", "O", "H", "H", "O", "H", "H"],
  "positions_angstrom": [[3.334, 0.136, 0.509], [-2.414, 2.089, 0.167], [-1.800, 2.252, -2.142], [3.411, -0.067, -1.831], [1.982, -2.456, -2.484], [-2.528, 1.228, -0.280], [1.137, -1.152, 1.672], [0.403, -0.345, 0.158], [-2.218, -2.008, 1.756], [-2.212, -1.529, 0.393], [1.784, -1.805, 1.886], [0.633, 1.386, -3.133], [0.239, -3.513, 0.040], [-1.093, 3.169, 0.974], [-4.535, -0.287, 0.577], [-0.895, 0.433, -0.141], [-3.829, 0.163, 0.132], [1.003, 1.829, 0.027], [3.222, -0.166, 2.034], [1.081, -2.749, -1.300], [-0.562, -4.000, -0.072], [3.215, -2.626, 1.047], [-1.081, 1.490, 2.078], [-0.744, 3.687, 1.657], [1.070, -0.610, 2.498], [3.033, -3.503, 0.673], [-0.044, 0.573, -2.034], [-1.007, 0.720, 2.621], [0.037, 0.335, -0.402], [2.837, -0.373, -1.133], [2.765, -2.033, 0.473], [-0.004, 0.689, -3.016], [-1.335, 0.041, 2.009], [2.040, -0.694, -1.481], [-0.347, 3.069, 0.299], [1.486, 2.636, -0.034], [-1.743, -1.390, 1.173], [3.457, 0.497, 1.402], [0.001, -2.800, 0.624], [1.115, -2.259, -2.103], [-5.007, -0.756, -0.082], [1.751, 2.771, 0.854], [-1.856, 3.210, -2.275], [-3.154, 1.425, -0.965], [-2.641, 3.295, -2.819]],
  "mulliken_charge": [0.40, 0.32, 0.29, 0.21, 0.33, -0.74, -0.73, 0.09, 0.23, 0.25, 0.38, 0.34, -0.65, -0.76, -0.63, -0.16, 0.39, 0.40, 0.28, 0.37, 0.27, -0.66, 0.46, 0.29, 0.28, 0.31, 0.31, -0.69, 0.22, -0.57, 0.27, -0.68, 0.32, 0.31, 0.35, -0.72, -0.55, -0.58, 0.37, -0.66, 0.32, 0.34, -0.58, 0.35, 0.31]
}


4.
{
  "formula": "C27H33N4RuSTe",
  "method": "ωB97M-V with the def2-TZVPD basis set",
  "s_squared": 0.7584,
  "gap_ev": [7.38, 7.29],
  "e_tot_ev": -55192.5447,
  "fmax_ha_per_bohr": 0.0148,
  "molar_mass_da": 674.3,
  "spin_multiplicity": 2,
  "e_lumo_ev": [-6.4, -6.6],
  "charge": 2,
  "e_above_lowest_kj_mol": 4.57,
  "symbols": ["H", "H", "C", "C", "C", "C", "C", "C", "H", "H", "C", "H", "N", "H", "H", "C", "H", "H", "C", "C", "C", "C", "Te", "N", "H", "H", "C", "Ru", "H", "H", "C", "N", "H", "H", "H", "H", "C", "S", "C", "C", "H", "C", "H", "C", "H", "H", "H", "H", "H", "H", "C", "N", "C", "H", "C", "C", "H", "C", "H", "H", "C", "C", "C", "H", "H", "H", "H"],
  "positions_angstrom": [[0.138, 2.250, -3.120], [-4.312, 0.484, -0.422], [2.221, -2.645, -2.300], [1.843, 1.137, -2.406], [0.315, -1.140, -2.998], [-1.939, -4.549, -0.097], [-1.493, 2.502, -0.373], [2.479, -1.425, 1.981], [3.304, -0.251, -1.686], [-0.896, -4.458, 0.202], [-1.994, 3.796, -0.384], [1.693, 3.049, 0.146], [-2.466, -3.203, -0.320], [-0.278, -2.015, -3.239], [6.309, -1.613, 4.635], [2.756, 2.318, -2.271], [-4.137, 1.879, -1.496], [1.475, -3.416, -2.120], [-0.244, 0.138, -3.184], [0.215, 4.601, 0.031], [-1.801, -2.057, -0.299], [2.809, 1.404, 1.904], [1.056, 0.165, 1.829], [-2.468, -0.950, -0.543], [-3.051, 3.963, -0.529], [2.761, -2.905, -3.214], [4.543, -1.594, 3.427], [0.278, 0.142, -0.633], [4.415, -2.668, 3.461], [2.013, -2.249, 2.517], [1.593, -1.298, -2.473], [-0.169, 2.259, -0.221], [2.940, -2.648, -1.482], [-2.474, -4.983, 0.748], [-1.958, 1.318, -3.735], [-1.654, -0.085, -4.759], [0.544, 1.266, -2.921], [-0.074, -2.062, 0.072], [3.634, -0.808, 2.728], [5.763, 0.381, 4.058], [3.166, 1.600, 0.891], [-3.836, 1.451, -0.536], [3.526, 2.150, -1.519], [-1.129, 4.860, -0.189], [0.920, 5.398, 0.217], [2.560, 2.344, 2.393], [2.744, -1.756, 0.975], [-1.702, -6.420, -1.130], [4.976, 2.246, 3.355], [-3.121, -5.511, -1.635], [5.606, -1.000, 4.087], [-1.731, 0.186, -0.446], [-2.078, -5.418, -1.333], [-1.515, -5.002, -2.170], [0.650, 3.289, 0.000], [4.858, 1.169, 3.368], [2.217, 3.236, -2.048], [3.793, 0.578, 2.697], [-1.502, 5.875, -0.192], [3.263, 2.474, -3.226], [2.302, -0.144, -2.087], [-2.354, 1.320, -0.467], [-1.633, 0.280, -3.731], [-4.186, 2.122, 0.249], [-3.459, -3.115, -0.489], [-2.340, -0.321, -3.157], [6.587, 0.843, 4.584]],
  "mulliken_spin": [-0.01, 0.00, 0.02, 0.01, 0.09, 0.01, -0.01, 0.00, 0.00, 0.00, 0.00, 0.00, 0.00, 0.01, 0.00, 0.01, 0.00, 0.00, -0.09, 0.00, -0.01, -0.01, -0.04, 0.00, 0.00, 0.00, 0.00, 0.79, 0.00, 0.00, 0.04, 0.05, 0.00, 0.00, 0.00, 0.00, 0.11, 0.10, 0.00, 0.00, 0.00, 0.00, 0.00, 0.00, 0.00, 0.00, 0.00, 0.00, 0.00, 0.00, 0.00, -0.02, 0.00, 0.00, 0.00, 0.00, 0.00, 0.00, 0.00, 0.00, -0.07, 0.00, 0.00, 0.00, 0.00, 0.00, 0.00]
}


5.
{
  "formula": "C6H15NO",
  "method": "ωB97M-V with the def2-TZVPD basis set",
  "s_squared": 0.7503,
  "gap_ev": [2.18, 9.83],
  "e_tot_ev": -9999.9559,
  "fmax_ha_per_bohr": 0.0404,
  "molar_mass_da": 117.2,
  "spin_multiplicity": 2,
  "e_lumo_ev": [3.4, 3.3],
  "charge": -1,
  "e_above_lowest_kj_mol": 188.59,
  "symbols": ["C", "H", "H", "H", "C", "H", "C", "H", "H", "H", "O", "H", "N", "C", "C", "H", "C", "H", "H", "H", "H", "H", "H"],
  "positions_angstrom": [[1.398, 0.247, 1.728], [1.215, 0.241, 3.872], [1.876, 0.180, -1.366], [0.223, 1.564, 2.976], [1.426, 1.019, -0.802], [-0.720, -0.412, -0.423], [1.063, 0.932, 0.651], [-0.055, -4.290, -1.937], [-1.732, 1.470, 0.521], [-1.623, -0.252, -1.826], [-0.786, -4.371, -1.295], [2.202, -0.473, 1.951], [-2.167, 1.096, -0.312], [-1.100, 0.347, -1.102], [0.045, 1.249, -1.580], [-2.436, 1.890, -0.882], [0.598, 0.532, 3.000], [0.253, 0.984, -2.614], [-0.324, -0.112, 3.042], [-0.531, -5.040, -0.626], [2.144, 1.842, -0.949], [-0.249, 2.287, -1.395], [0.172, 1.538, 0.751]],
  "mulliken_spin": [0.52, -0.06, -0.32, 0.00, 0.63, -0.03, -0.35, -0.46, 0.01, -0.29, 1.56, -0.28, -0.01, 0.55, 0.02, 0.00, 0.11, -0.15, -0.01, -0.47, 0.00, -0.03, 0.08]
}